Record 1
Molecular formula: C41H53Cl37F2N5O6P
Method: DFT, ωB97M-V with the def2-TZVPD basis set

As for the HOMO energy: -9.16 eV. As for the spin multiplicity: 1.

Cartesian coordinates (Å):
C 4.88 -4.58 4.60
C 5.15 -4.76 3.05
C 4.75 -3.38 2.34
C 5.46 -3.22 0.94
C 4.58 -2.52 -0.19
C 3.66 -1.35 0.33
C 4.44 -0.01 0.63
C 4.54 0.40 2.15
C 3.17 0.46 2.92
C 2.21 1.62 2.42
C 0.67 1.31 2.56
C 0.29 0.13 1.58
C -1.03 -0.61 1.97
C -1.16 -1.28 3.31
Cl 0.17 -1.30 4.52
C -2.37 -2.00 3.70
N -2.42 -2.62 5.01
C -3.58 -2.11 2.75
N -4.69 -2.85 3.19
C -5.62 -2.87 2.21
C -6.93 -3.71 2.51
C -6.66 -5.26 2.68
P -5.11 -5.87 1.88
O -5.29 -7.35 1.66
O -4.85 -5.18 0.40
C -4.13 -6.00 -0.54
C -3.25 -5.00 -1.40
O -3.88 -5.69 2.98
C -2.60 -6.13 2.48
C -1.45 -5.77 3.51
C -5.53 -2.20 0.88
N -6.62 -2.31 -0.07
C -6.53 -1.37 -0.91
O -6.63 -0.37 -1.49
N -4.45 -1.49 0.50
C -3.44 -1.46 1.45
C -2.18 -0.72 1.08
N -2.13 -0.13 -0.26
C -2.04 1.30 -0.24
O -2.79 1.91 0.46
F -1.14 2.00 -1.02
C -1.16 -0.76 -1.11
O -0.38 -1.61 -0.81
F -1.17 -0.36 -2.44
H 3.81 -4.76 4.87
H 5.59 -5.24 5.17
H 5.11 -3.53 4.92
H 4.38 -5.51 2.68
H 6.19 -5.08 2.79
H 5.16 -2.56 3.00
H 3.63 -3.39 2.29
H 5.67 -4.27 0.57
H 6.47 -2.73 1.01
H 5.30 -2.17 -0.99
H 3.96 -3.31 -0.68
H 2.94 -1.13 -0.52
H 3.01 -1.70 1.18
H 5.49 -0.17 0.25
H 4.03 0.83 0.00
H 4.94 1.46 2.16
H 5.30 -0.26 2.64
H 3.43 0.71 4.00
H 2.67 -0.55 2.98
H 2.44 2.52 3.08
H 2.51 1.93 1.38
H 0.07 2.22 2.26
H 0.42 1.12 3.63
H 0.25 0.58 0.54
H 1.09 -0.66 1.51
H -2.98 -2.03 5.64
H -2.93 -3.51 4.94
H -7.71 -3.58 1.72
H -7.36 -3.24 3.45
H -6.55 -5.48 3.78
H -7.53 -5.90 2.35
H -3.46 -6.77 -0.09
H -4.80 -6.54 -1.27
H -3.87 -4.06 -1.48
H -2.32 -4.68 -0.85
H -3.02 -5.38 -2.42
H -2.33 -5.62 1.52
H -2.61 -7.25 2.39
H -0.46 -6.10 3.08
H -1.36 -4.65 3.66
H -1.57 -6.31 4.48
C -6.24 -4.75 -4.28
Cl -6.11 -5.07 -6.01
Cl -5.94 -6.23 -3.34
Cl -5.12 -3.48 -3.79
H -7.25 -4.42 -4.07
C -0.87 4.93 -3.07
Cl -1.58 6.49 -2.63
Cl -1.15 4.57 -4.77
Cl 0.86 4.93 -2.71
H -1.34 4.16 -2.47
C 5.99 -2.96 -3.95
Cl 6.56 -1.77 -2.77
Cl 5.42 -4.42 -3.14
Cl 4.71 -2.27 -4.96
H 6.82 -3.23 -4.59
C -2.54 8.48 0.87
Cl -1.15 8.95 1.85
Cl -3.95 8.18 1.89
Cl -2.90 9.72 -0.34
H -2.30 7.56 0.35
C -5.06 0.71 -4.12
Cl -6.47 0.26 -5.08
Cl -4.03 -0.70 -3.82
Cl -4.14 1.99 -4.91
H -5.41 1.08 -3.16
C 3.62 7.71 -2.13
Cl 4.78 6.78 -1.18
Cl 2.40 8.45 -1.09
Cl 4.45 8.94 -3.09
H 3.12 7.03 -2.82
C 6.59 9.01 -6.46
Cl 5.39 9.44 -7.68
Cl 7.07 7.31 -6.63
Cl 8.00 10.07 -6.57
H 6.14 9.14 -5.48
C -5.43 -2.61 7.77
Cl -5.21 -3.09 6.08
Cl -5.26 -4.00 8.85
Cl -4.27 -1.34 8.21
H -6.43 -2.21 7.88
C 2.14 11.69 -4.82
Cl 0.74 10.62 -4.92
Cl 2.60 11.96 -3.14
Cl 3.49 11.03 -5.75
H 1.86 12.65 -5.25
C 8.56 1.83 -1.55
Cl 9.14 3.03 -0.38
Cl 7.99 0.38 -0.73
Cl 7.27 2.51 -2.56
H 9.39 1.56 -2.20
C 1.33 -4.74 -0.10
Cl -0.01 -5.90 -0.11
Cl 1.68 -4.21 1.56
Cl 2.76 -5.45 -0.85
H 1.03 -3.87 -0.68
C -1.49 12.99 -7.07
Cl -2.00 12.30 -5.53
Cl -2.66 14.19 -7.63
Cl 0.12 13.72 -6.94
H -1.44 12.19 -7.81

---

Record 2
Molecular formula: C41H53CoN2O4P2
Method: DFT, ωB97M-V with the def2-TZVPD basis set

The energy above the lowest of the compared OMol25 structures with the same formula, charge and spin comes out at 2.0 kcal/mol. As for the HOMO energy: -7.00 eV. As for the spin multiplicity: 1.

Cartesian coordinates (Å):
Co -1.45 -0.82 0.70
C -2.72 0.55 -3.84
C -1.80 0.12 -2.70
C -0.66 1.12 -2.54
P -2.67 -0.11 -1.08
C -4.29 -0.86 -1.53
C -4.04 -2.28 -2.03
C -5.34 -0.83 -0.42
C -2.95 1.57 -0.47
C -3.96 2.43 -0.87
C -4.06 3.71 -0.35
C -3.12 4.11 0.59
C -2.10 3.27 1.01
C -1.98 1.98 0.47
N -1.02 1.05 0.86
C 0.24 1.40 1.30
C 0.91 2.58 0.96
C 2.19 2.82 1.43
C 2.85 1.91 2.25
C 2.20 0.73 2.58
C 0.92 0.47 2.12
P -0.06 -0.99 2.46
C -0.82 -0.71 4.13
C -1.36 0.72 4.21
C 0.10 -1.00 5.31
C 1.02 -2.45 2.66
C 2.00 -2.69 1.51
C 0.13 -3.68 2.89
H -2.11 0.75 -4.72
H -3.24 1.48 -3.59
H -3.45 -0.20 -4.11
H -1.38 -0.86 -2.93
H -1.05 2.14 -2.44
H -0.02 1.08 -3.43
H -0.03 0.91 -1.67
H -4.67 -0.24 -2.35
H -3.65 -2.91 -1.23
H -3.32 -2.31 -2.84
H -4.98 -2.71 -2.39
H -5.09 -1.51 0.39
H -6.30 -1.16 -0.83
H -5.47 0.16 0.01
H -4.70 2.09 -1.60
H -4.85 4.37 -0.66
H -3.19 5.10 1.03
H -1.40 3.60 1.77
H 0.44 3.29 0.30
H 2.70 3.73 1.13
H 3.85 2.11 2.59
H 2.71 0.00 3.20
H -1.68 -1.40 4.17
H -0.53 1.43 4.28
H -1.97 0.83 5.11
H -1.97 0.98 3.35
H 1.01 -0.40 5.25
H 0.39 -2.05 5.38
H -0.40 -0.73 6.24
H 1.61 -2.26 3.56
H 1.48 -3.09 0.63
H 2.74 -3.43 1.82
H 2.52 -1.79 1.21
H -0.47 -3.88 2.01
H -0.55 -3.55 3.74
H 0.76 -4.55 3.10
C -4.30 -2.41 2.79
C -3.23 -1.86 1.90
O -3.00 -0.61 1.86
O -2.50 -2.60 1.19
H -5.03 -1.64 3.03
H -3.84 -2.77 3.72
H -4.78 -3.27 2.31
C 5.09 3.92 -1.93
C 4.95 2.53 -1.36
C 5.97 2.01 -0.57
C 5.88 0.74 -0.02
C 4.74 -0.02 -0.26
C 3.71 0.49 -1.03
N 2.52 -0.28 -1.20
C 2.35 -1.20 -2.19
C 3.32 -1.33 -3.20
C 3.18 -2.24 -4.22
C 2.07 -3.08 -4.28
C 1.11 -2.97 -3.30
C 1.21 -2.05 -2.25
C 0.07 -2.03 -1.28
O -0.85 -2.82 -1.37
O 0.11 -1.09 -0.38
C 3.81 1.76 -1.61
C 2.69 2.28 -2.47
H 5.97 4.41 -1.53
H 4.22 4.54 -1.69
H 5.18 3.90 -3.01
H 6.85 2.61 -0.38
H 6.68 0.34 0.58
H 4.64 -1.02 0.16
H 1.80 -0.22 -0.49
H 4.20 -0.70 -3.16
H 3.95 -2.31 -4.98
H 1.96 -3.80 -5.08
H 0.23 -3.60 -3.30
H 2.20 1.47 -3.00
H 3.04 3.01 -3.20
H 1.93 2.77 -1.85